C23H27BClI2N10O2W | ωB97M-V/def2-TZVPD

Max |F| ... 5.371 eV Å⁻¹
E_LUMO (spin up / spin down) ... -7.98 / -10.28 eV
Energy relative to the best compared isomer or geometry (same formula, charge and spin) ... 176.62 kJ/mol
Total energy ... -2737.58861 Eh
Multiplicity ... 4
Net charge ... +2

```
67
Properties=species:S:1:pos:R:3:lowdin_charge:R:1
W -0.28214 0.29815 -1.40223 1.16
C -3.76134 2.12515 -0.72853 -0.08
C -2.69964 2.00275 0.29597 -0.33
C -2.90124 2.33235 1.63617 0.03
C -1.72374 2.03755 2.27427 0.01
N -0.85504 1.55255 1.37317 0.05
N -1.43064 1.54095 0.12557 -0.10
B 0.57616 1.06925 1.67387 -0.68
N 0.78206 -0.42265 1.32177 0.04
C 1.09876 -1.45685 2.11627 0.00
C 1.71786 -2.42375 1.35797 0.03
C 1.76956 -1.90705 0.05907 -0.30
C 2.42146 -2.52865 -1.11913 -0.01
N 1.18376 -0.69575 0.03297 -0.02
N 1.55166 1.80445 0.75007 0.02
C 2.75786 2.29545 1.07207 -0.01
C 3.34256 2.78925 -0.06313 0.02
C 2.43046 2.55625 -1.09933 -0.35
C 2.68426 3.08935 -2.46063 -0.12
N 1.34086 1.90595 -0.60873 -0.09
N 0.84066 1.36115 3.13447 -0.04
C 1.10966 2.57965 3.70117 -0.08
C 0.95856 2.45645 5.05167 0.01
C 0.58766 1.09725 5.25877 -0.33
C 0.27356 0.42035 6.52227 -0.03
N 0.52006 0.48525 4.08047 0.10
H -4.60524 2.64105 -0.27663 0.10
H -4.11204 1.14315 -1.04773 0.05
H -3.45904 2.68565 -1.61133 0.02
H -3.78664 2.73895 2.07897 0.13
H -1.47904 2.15745 3.30957 0.14
H 0.86146 -1.42715 3.16127 0.11
H 2.09516 -3.36665 1.69167 0.12
H 3.48046 -2.66715 -0.90003 0.11
H 2.33076 -1.91115 -2.01393 0.05
H 2.00616 -3.51705 -1.31553 0.09
H 3.13436 2.25165 2.07337 0.14
H 4.30066 3.25395 -0.14923 0.12
H 3.75256 3.02485 -2.65793 0.10
H 2.41786 4.14865 -2.47663 0.09
H 2.15976 2.58895 -3.26453 -0.03
H 1.35106 3.43625 3.10697 0.12
H 1.11756 3.19775 5.80567 0.11
H 0.71756 0.94925 7.36247 0.09
H 0.59746 -0.61825 6.49517 0.08
H -0.81034 0.41025 6.67967 0.09
I -2.35214 0.08335 -3.23593 0.84
C -1.70344 3.52995 -4.28843 -0.43
I -0.70074 3.24755 -2.50103 1.15
H -2.70554 3.91405 -4.26483 -0.01
H -1.14454 3.46295 -5.20323 -0.01
O -1.39114 -0.80515 -0.29473 -0.35
N -1.54164 -2.11275 -0.47473 0.17
N -0.87584 -2.47005 -1.57783 -0.13
O -0.07454 -1.52465 -2.10433 -0.48
C -1.08124 -3.65915 -2.21793 -0.20
C -0.42704 -3.90155 -3.43953 0.01
C -0.68214 -5.06475 -4.12373 -0.03
C -1.57834 -6.00405 -3.60233 -0.01
C -2.21144 -5.77015 -2.37973 -0.03
C -1.97514 -4.61015 -1.68033 0.02
H 0.24276 -3.15665 -3.84483 0.12
H -0.19944 -5.25315 -5.06863 0.12
H -1.78674 -6.90765 -4.15173 0.12
H -2.89374 -6.50305 -1.98423 0.12
H -2.46674 -4.39855 -0.74563 0.12
Cl 1.18446 0.41815 -3.22393 0.20
```